A 2-piece molecular cluster, C6H15N2 overall, computed with ωB97M-V/def2-TZVPD.

XYZ file:
```
23
C6H15N2 | OMol25 | ωB97M-V/def2-TZVPD
C -0.759 1.856 -2.155
N -0.576 2.289 -0.760
C 0.038 1.590 0.150
N 0.280 2.006 1.373
H -0.019 2.343 -2.783
H -1.757 2.143 -2.469
H -0.659 0.778 -2.226
H -0.930 3.211 -0.539
H 0.321 0.567 -0.070
H 0.031 2.928 1.699
H 0.641 1.353 2.051
C 1.766 -1.515 -0.199
C 0.276 -1.908 -0.222
C -0.248 -2.134 1.160
C -1.383 -1.635 1.625
H 2.340 -2.323 0.250
H 2.145 -1.299 -1.196
H 1.994 -0.642 0.427
H 0.219 -2.817 -0.820
H -0.318 -1.146 -0.731
H 0.346 -2.782 1.801
H -1.724 -1.843 2.629
H -2.023 -1.021 1.001
```

Values from the calculation:
LUMO, eV: -3.332
Molecular weight, g/mol: 115.20
HOMO-LUMO gap, eV: 9.6573
F_max, eV Å⁻¹: 0.78
Net charge: +1

These are the natural (NBO) partial charges, in e, on atoms 1 to 2:
1. C -0.413
2. N -0.499

=====

A 11-piece molecular cluster, C4H27NO13 overall, computed with ωB97M-V/def2-TZVPD.

XYZ file:
```
45
C4H27NO13 | OMol25 | ωB97M-V/def2-TZVPD
N -2.337 0.770 -0.039
C -1.227 0.643 -0.841
O -1.283 1.067 -2.006
C -0.037 -0.131 -0.348
C 1.114 -0.089 -1.305
C 2.193 -1.069 -0.890
O 2.575 -1.375 0.203
O 2.779 -1.618 -1.993
H -2.999 1.440 -0.349
H -2.269 0.609 0.996
H 0.317 0.187 0.652
H -0.402 -1.165 -0.187
H 0.823 -0.314 -2.429
H 1.550 0.948 -1.322
H 3.534 -2.244 -1.811
O -1.116 -3.382 0.452
H -0.496 -3.916 -0.016
H -1.700 -3.016 -0.166
O 1.126 1.815 2.433
H 1.243 2.254 3.287
H 1.421 0.895 2.503
O -0.520 -1.949 2.608
H -0.761 -2.546 3.393
H -0.720 -2.466 1.779
O -0.642 2.643 0.597
H -0.124 3.210 0.077
H -0.109 2.415 1.360
O 1.829 -0.658 2.684
H 2.272 -0.984 1.827
H 0.999 -1.198 2.709
O -2.631 -2.169 -1.375
H -2.910 -1.335 -0.961
H -2.136 -1.920 -2.169
O -1.698 0.470 2.745
H -1.321 -0.449 2.784
H -0.931 1.021 2.690
O -1.280 -1.173 -3.472
H -1.168 -0.313 -3.100
H -1.711 -1.100 -4.370
O 2.031 3.163 0.281
H 2.953 3.165 0.227
H 1.792 2.609 1.052
O 0.843 2.357 -3.031
H 0.101 1.907 -2.792
H 1.034 2.989 -2.368
```

Values from the calculation:
LUMO, eV: 0.218
SMILES: NC(=O)CCC(=O)O.O.O.O.O.O.O.O.O.O.O
Molecular weight, g/mol: 297.25
HOMO-LUMO gap, eV: 10.3600
F_max, eV Å⁻¹: 4.57
Net charge: 0

These are the natural (NBO) partial charges, in e, on atoms 1 to 2:
1. N -0.843
2. C 0.767

=====

C32H22N13O2S2W as an isolated structure, computed with ωB97M-V/def2-TZVPD.

XYZ file:
```
72
C32H22N13O2S2W | OMol25 | ωB97M-V/def2-TZVPD
W 0.303 0.405 -0.888
C 1.195 3.377 -3.772
C 0.198 2.471 -3.110
O 0.679 1.337 -2.675
C -1.121 2.773 -3.017
C -2.069 1.870 -2.422
C -3.534 2.142 -2.612
N -1.678 0.847 -1.730
N -2.711 0.029 -1.253
C -2.211 -1.005 -0.682
O -0.927 -1.258 -0.654
C -3.113 -1.940 0.041
C -4.484 -1.706 0.077
C -5.309 -2.530 0.824
C -4.770 -3.592 1.542
C -3.403 -3.828 1.507
C -2.576 -3.002 0.757
H 2.196 3.086 -3.462
H 1.015 4.411 -3.476
H 1.119 3.313 -4.861
H -1.482 3.709 -3.420
H -3.675 3.040 -3.210
H -4.014 2.266 -1.640
H -4.029 1.301 -3.096
H -4.885 -0.854 -0.456
H -6.371 -2.327 0.868
H -5.414 -4.223 2.141
H -2.976 -4.641 2.080
H -1.505 -3.160 0.737
N 1.329 0.030 2.539
C 1.532 -1.080 1.853
N 1.934 -2.164 2.533
C 2.193 -3.233 1.811
N 2.540 -4.369 2.458
N 2.126 -3.307 0.462
C 1.678 -2.212 -0.100
N 1.326 -1.091 0.505
C 1.571 -2.244 -1.607
C 1.992 -3.357 -2.301
C 1.871 -3.367 -3.682
C 1.327 -2.263 -4.306
C 0.932 -1.182 -3.539
N 1.062 -1.173 -2.208
H 1.308 -0.047 3.542
H 0.917 0.835 2.092
H 2.771 -4.296 3.432
H 2.924 -5.120 1.915
H 2.399 -4.188 -1.746
H 2.194 -4.227 -4.255
H 1.192 -2.226 -5.378
H 0.508 -0.286 -3.963
S 2.827 0.992 -0.778
C 2.955 2.105 0.555
C 4.105 2.186 1.334
C 4.199 3.086 2.388
C 5.406 3.120 3.182
N 6.375 3.148 3.799
C 3.120 3.931 2.669
C 1.975 3.864 1.883
C 1.874 2.969 0.819
S 0.475 2.953 -0.223
C 3.179 4.875 3.761
N 3.219 5.638 4.620
H 4.936 1.524 1.127
H 1.145 4.525 2.099
N -0.772 0.763 0.875
C -1.599 0.650 1.679
C -2.566 0.521 2.668
C -3.902 0.932 2.421
N -4.990 1.254 2.206
C -2.193 -0.130 3.875
N -1.843 -0.649 4.847
```

Values from the calculation:
LUMO (alpha / beta), eV: 1.380 / 1.379
Molecular weight, g/mol: 868.59
HOMO-LUMO gap (alpha / beta), eV: 5.7292 / 5.7298
F_max, eV Å⁻¹: 1.88
Net charge: -1

These are the Mulliken partial charges, in e, on atoms 1 to 2:
1. W 0.593
2. C -1.663

=====

Across the entries above, ΔE to the lowest compared entry with this formula, charge and spin takes the values 118.88 0.00 48.75 kJ/mol, respectively.
Across the entries above, E takes the values -346.86729 -1201.57164 -2958.65905 Ha, respectively.